ORCA calculation (the ωB97M-V functional and the def2-TZVPD basis) on the molecule C7H7NOS.

```
17
Properties=species:S:1:pos:R:3:forces:R:3:lowdin_charge:R:1
C -2.474 -0.619 -0.577 0.9 -1.5 1.1 -0.094
C -2.101 -1.934 -0.397 -2.2 0.4 -0.4 -0.149
C -1.483 0.422 -0.758 1.8 -2.8 0.2 -0.084
C -0.830 -2.434 -0.636 1.9 -0.2 -0.6 -0.185
C -0.135 0.223 -0.774 -1.5 0.6 0.1 -0.176
C 0.277 -2.819 -0.937 -0.1 -0.4 0.7 0.120
C 3.687 -0.028 -0.927 1.8 -1.5 -0.1 -0.307
N 1.049 0.156 -0.950 1.3 0.2 0.2 -0.051
O 2.393 -1.217 0.915 0.0 -1.7 1.0 -0.486
S 2.451 0.082 0.320 -1.9 1.5 -1.5 0.866
H -3.507 -0.310 -0.370 0.5 -0.2 -0.3 0.107
H -2.799 -2.767 -0.204 -0.2 1.0 0.1 0.109
H -1.783 1.392 -0.786 -0.7 2.7 -0.2 0.062
H 1.284 -3.206 -0.951 -0.5 0.3 -0.2 0.042
H 3.739 -1.159 -1.355 -0.1 2.9 1.1 0.123
H 3.625 0.746 -1.694 -0.3 -0.3 0.0 0.043
H 4.583 0.267 -0.277 -0.7 -0.9 -1.1 0.061
```
Positions in Å, forces in eV/Å.

The value obtained for the HOMO energy (spin up / spin down) is -7.5 / -7.5 eV. The calculation puts the energy at -798.92186 Ha. The charge is 0.

ORCA calculation (the ωB97M-V functional and the def2-TZVPD basis) on C7H7NOS as an isolated structure.

```
17
Properties=species:S:1:pos:R:3:forces:R:3:lowdin_charge:R:1
C -0.195 0.877 2.031 -0.6 1.1 -0.2 -0.106
C 0.356 -0.155 -1.508 0.8 1.9 -1.1 -0.177
C -0.240 -0.351 2.582 0.6 -0.9 0.9 -0.146
C 0.070 -1.429 0.631 0.2 2.3 -0.7 -0.100
C 0.086 -0.235 -0.092 -0.1 1.3 0.3 -0.209
C -0.044 0.950 0.643 -0.7 0.0 0.5 -0.488
C 0.103 -0.946 -2.522 -2.6 -2.6 1.9 0.032
N -0.044 -1.498 1.904 -0.9 -0.2 2.7 0.092
O 1.677 2.586 -0.997 -2.3 0.2 0.9 -0.438
S -0.349 2.492 -0.161 3.6 1.3 0.3 1.001
H -0.420 1.684 2.760 0.4 -0.1 -1.2 0.122
H 0.848 0.778 -1.882 0.0 -0.7 1.1 0.080
H -0.393 -0.306 3.662 0.1 -1.0 -0.2 0.113
H 0.178 -2.284 0.084 0.4 -2.5 -1.2 0.097
H 0.454 -0.668 -3.437 0.7 0.5 -2.5 0.025
H -0.603 -1.826 -2.468 1.1 0.7 0.0 0.091
H 0.084 3.340 0.926 -0.7 -1.3 -1.5 0.013
```
Positions in Å, forces in eV/Å.

The value obtained for the HOMO energy (spin up / spin down) is -9.2 / -9.2 eV. The calculation puts the energy at -798.90168 Ha. The charge is 0.

ORCA calculation (the ωB97M-V functional and the def2-TZVPD basis) on the molecule C7H7NS.

```
16
Properties=species:S:1:pos:R:3:forces:R:3:lowdin_charge:R:1
C -1.790 0.634 -0.194 -0.3 -0.1 -0.2 -0.096
C -0.763 1.504 0.391 0.1 0.5 0.1 -0.106
C -1.768 -0.708 -0.252 -0.1 0.0 -0.1 -0.114
C -0.603 -1.460 0.188 0.3 -0.4 -0.2 -0.117
C 1.734 1.411 -0.305 0.6 -0.4 0.5 -0.419
C 0.510 1.586 0.093 -0.3 -0.7 -0.1 -0.098
C 0.586 -1.256 -0.384 -0.4 0.8 0.0 -0.257
N 1.831 -1.383 0.207 0.5 -0.3 0.4 -0.355
S 2.824 0.012 0.034 0.0 0.0 -0.2 0.891
H -2.721 1.139 -0.425 -0.1 0.0 0.0 0.098
H -1.139 2.164 1.167 0.0 0.0 0.2 0.107
H -2.682 -1.237 -0.494 -0.1 0.1 -0.1 0.098
H -0.698 -2.055 1.090 0.1 0.0 0.2 0.109
H 2.264 2.095 -0.950 -0.1 0.2 -0.3 0.055
H 0.634 -0.744 -1.338 -0.1 0.0 0.0 0.121
H 1.781 -1.702 1.172 0.0 0.3 -0.2 0.081
```
Positions in Å, forces in eV/Å.

The value obtained for the HOMO energy is -8.1 eV. As for the SMILES: C1=C/C=C\C=C\NSC=1. The calculation puts the energy at -723.74314 Ha. The charge is 0.

ORCA calculation (the ωB97M-V functional and the def2-TZVPD basis) on the molecule C7H7NS.

```
16
Properties=species:S:1:pos:R:3:forces:R:3:lowdin_charge:R:1
C -1.203 1.422 2.458 0.7 0.2 -0.4 -0.335
C 0.593 -0.196 -0.276 2.2 1.2 -4.8 -0.145
C 0.796 -1.423 0.077 1.4 -2.8 0.9 -0.209
C -0.246 0.698 1.764 1.0 -1.8 -4.6 -0.457
C -0.112 0.866 0.295 -1.7 0.9 7.2 -0.189
C 0.399 -2.078 1.310 -0.5 -0.7 3.2 -0.418
C -0.818 2.096 -0.300 3.5 -2.7 -0.9 -0.012
N -2.048 2.040 2.899 -1.5 1.1 1.0 0.176
S 0.342 -0.759 2.656 -0.1 0.1 -0.9 0.917
H 1.204 -0.123 -1.235 -1.3 1.2 0.8 0.142
H 1.500 -2.032 -0.490 -0.3 0.2 -0.3 0.113
H -0.601 -2.606 1.289 1.2 0.3 -0.1 0.095
H 1.237 -2.767 1.747 -1.7 1.0 -1.1 0.108
H -1.819 1.930 -0.180 -2.8 -0.2 -0.2 0.055
H -0.444 2.047 -1.320 -0.6 0.8 -0.3 0.086
H -0.548 2.970 0.215 0.5 1.2 0.5 0.072
```
Positions in Å, forces in eV/Å.

The value obtained for the HOMO energy (spin up / spin down) is -8.3 / -8.3 eV. As for the SMILES: CC1=C(C#N)SCC=C1. The calculation puts the energy at -723.77589 Ha. The charge is 0.

ORCA calculation (the ωB97M-V functional and the def2-TZVPD basis) on C7H7O2S as an isolated structure.

```
17
Properties=species:S:1:pos:R:3:forces:R:3:lowdin_charge:R:1
C 1.305 -1.186 0.573 0.6 0.7 0.9 -0.071
C 1.275 1.264 0.326 3.2 1.3 -0.6 -0.104
C 0.049 -0.984 0.936 0.8 -0.6 -0.5 -0.104
C -0.017 1.376 0.618 1.2 1.8 0.6 -0.093
C 0.219 -0.191 -1.133 0.4 3.7 1.3 -0.142
C 1.609 -0.041 -0.397 -2.6 -1.2 -0.6 -0.231
C -0.553 0.085 0.151 -4.3 -0.5 -0.6 -0.412
O -2.917 -0.687 -1.481 0.1 0.1 0.1 -0.586
O -3.777 -0.107 0.752 1.0 0.1 -0.3 -0.595
S -2.871 0.282 -0.364 0.8 -0.3 0.3 0.683
H 1.980 -1.765 1.182 0.4 -0.3 -0.3 0.084
H 2.201 1.875 0.465 -1.3 0.2 0.3 0.097
H -0.395 -1.538 1.661 -1.5 -1.4 2.2 0.073
H -0.458 2.286 1.141 0.2 -1.6 -0.7 0.121
H -0.022 0.604 -1.812 0.3 0.5 -0.8 0.105
H -0.022 -1.094 -1.518 -0.5 -3.0 -1.3 0.070
H 2.396 -0.178 -1.100 1.2 0.5 0.0 0.104
```
Positions in Å, forces in eV/Å.

The value obtained for the HOMO energy is -2.8 eV. The calculation puts the energy at -819.50222 Ha. The charge is -1.

ORCA calculation (the ωB97M-V functional and the def2-TZVPD basis) on C7H7O6STl as an isolated structure.

```
22
Properties=species:S:1:pos:R:3:forces:R:3:lowdin_charge:R:1
O 0.004 2.756 -3.254 0.1 -2.2 2.2 0.139
C 0.025 1.952 -2.447 -0.1 2.2 -2.2 0.013
Tl -0.030 0.052 -0.233 0.0 -0.4 0.6 0.776
O -0.025 3.010 2.452 0.0 -2.2 -2.4 0.152
C -0.023 2.222 1.626 0.0 2.1 2.2 0.027
C -0.045 -2.201 -1.675 -0.3 -4.3 -1.8 0.005
O -0.254 -3.325 -1.440 0.7 4.8 0.2 0.276
C 2.777 -0.216 -0.320 3.0 -0.5 0.6 -0.012
O 3.872 -0.451 -0.123 -2.6 0.6 -0.5 0.146
C -2.895 -0.287 -0.210 -3.7 -0.5 0.0 -0.004
O -4.024 -0.470 -0.207 3.3 0.5 0.0 0.128
H 0.191 -1.627 -2.649 -0.2 -0.5 1.3 0.182
C -0.514 -3.285 3.258 -0.4 -0.2 -0.2 -0.209
S 0.101 -1.927 2.257 0.7 -0.1 0.4 0.708
C 0.401 -0.744 3.588 -0.2 -0.2 0.3 -0.232
O 1.429 -2.348 1.695 -0.6 0.4 -0.4 -0.538
H -1.338 -2.938 3.891 0.2 0.0 -0.1 0.080
H 0.318 -3.658 3.864 0.0 0.1 -0.1 0.088
H -0.879 -4.065 2.584 0.1 0.1 0.1 0.069
H 0.612 -1.303 4.510 0.1 0.3 -0.2 0.078
H 1.249 -0.108 3.325 -0.1 -0.2 -0.1 0.064
H -0.502 -0.138 3.723 0.1 -0.1 0.1 0.064
```
Positions in Å, forces in eV/Å.

The value obtained for the HOMO energy (spin up / spin down) is -16.1 / -16.1 eV. The calculation puts the energy at -1292.24229 Ha. The charge is +2.

ORCA calculation (the ωB97M-V functional and the def2-TZVPD basis) on the molecule C7H8.

```
15
Properties=species:S:1:pos:R:3:forces:R:3:lowdin_charge:R:1
C -0.372 0.341 -1.618 0.0 0.0 -0.1 -0.070
C -0.272 0.393 -0.089 -0.1 0.0 0.0 -0.388
C 0.768 -0.632 0.449 0.1 0.0 0.0 -0.177
C 0.109 -1.867 0.883 -0.3 -0.4 0.2 -0.146
C -0.509 -2.826 1.271 0.2 0.4 -0.2 0.109
C 0.015 1.758 0.371 0.1 0.5 0.2 -0.123
C 0.211 2.883 0.753 0.0 -0.4 -0.2 0.120
H 0.581 0.633 -2.073 -0.1 0.0 0.1 0.085
H -0.620 -0.673 -1.948 0.0 0.1 0.1 0.083
H -1.145 1.025 -1.979 0.1 -0.1 0.0 0.082
H -1.247 0.114 0.329 0.1 0.1 0.0 0.139
H 1.509 -0.851 -0.330 -0.1 0.0 0.1 0.120
H 1.320 -0.207 1.294 -0.1 -0.1 -0.1 0.119
H -1.057 -3.671 1.624 0.1 0.1 -0.1 0.024
H 0.373 3.882 1.092 0.0 -0.2 -0.1 0.024
```
Positions in Å, forces in eV/Å.

The value obtained for the HOMO energy is -9.9 eV. As for the SMILES: C#CC[C@H](C)C#C. The calculation puts the energy at -271.39240 Ha. The charge is 0.

ORCA calculation (the ωB97M-V functional and the def2-TZVPD basis) on C7H8 as an isolated structure.

```
15
Properties=species:S:1:pos:R:3:forces:R:3:lowdin_charge:R:1
C -0.241 -1.390 0.180 -2.1 0.5 1.1 -0.079
C 0.871 -1.759 -0.305 0.5 0.0 -0.4 0.001
C -2.037 0.147 -0.540 -2.5 -0.1 0.1 -0.108
C -1.487 -0.736 0.647 1.7 0.2 -1.9 -0.175
C 1.021 -0.281 -0.553 -0.7 1.0 2.8 -0.215
C -0.853 0.546 0.163 3.2 0.9 1.0 -0.152
C 2.088 0.481 0.221 2.1 -2.0 -4.0 -0.070
H -1.957 -0.217 -1.596 -0.2 0.1 1.2 0.119
H -3.057 0.674 -0.296 2.1 -0.9 -0.5 0.139
H -1.890 -0.828 1.639 -0.3 -0.2 0.0 0.122
H 0.762 0.057 -1.477 -0.3 0.6 -2.7 0.076
H -0.553 1.403 0.825 -0.8 -0.9 -0.9 0.135
H 3.116 0.060 -0.110 -1.6 -0.3 1.1 0.121
H 1.871 0.369 1.193 -0.1 -0.5 3.8 0.034
H 2.344 1.475 0.009 -1.0 1.9 -0.6 0.053
```
Positions in Å, forces in eV/Å.

The value obtained for the HOMO energy is -8.2 eV. The calculation puts the energy at -271.24107 Ha. The charge is 0.

ORCA calculation (the ωB97M-V functional and the def2-TZVPD basis) on the molecule C7H8.

```
15
Properties=species:S:1:pos:R:3:forces:R:3:lowdin_charge:R:1
C 1.133 1.012 0.531 -0.2 0.0 0.1 -0.041
C 0.207 0.077 -0.235 0.2 -0.3 0.1 -0.371
C -1.097 0.463 -0.784 0.1 0.2 -0.1 -0.114
C -1.278 -0.289 0.529 0.4 0.1 0.5 -0.285
C -1.780 0.481 1.678 1.5 -0.8 -0.4 0.121
C 0.947 -0.988 -0.948 -0.3 -0.4 0.3 -0.075
C 1.602 -1.797 -1.566 -0.5 0.4 0.5 0.134
H 1.952 1.419 -0.080 -0.4 -0.2 -0.1 0.089
H 0.538 1.825 0.946 0.1 0.1 0.0 0.077
H 1.602 0.463 1.354 -0.1 0.1 -0.1 0.090
H -1.389 -1.372 0.492 0.0 0.1 -0.1 0.113
H -1.321 1.518 -0.693 -0.2 0.0 0.0 0.115
H -1.427 -0.031 -1.686 0.0 0.0 -0.1 0.115
H -1.844 -0.226 2.554 -0.3 0.2 -0.7 -0.003
H 2.155 -2.556 -2.093 -0.2 0.4 0.2 0.035
```
Positions in Å, forces in eV/Å.

The value obtained for the HOMO energy (spin up / spin down) is -8.4 / -8.4 eV. The calculation puts the energy at -271.28045 Ha. The charge is 0.

ORCA calculation (the ωB97M-V functional and the def2-TZVPD basis) on the molecule C7H8.

```
15
Properties=species:S:1:pos:R:3:forces:R:3:lowdin_charge:R:1
C -0.301 -1.379 -0.561 -0.8 -1.5 -1.1 -0.322
C -0.188 -2.239 -1.537 -0.4 0.8 0.7 0.274
C 0.990 -1.073 0.083 2.5 -0.8 1.6 -0.326
C 2.085 -1.746 0.447 -1.4 -0.5 -1.2 0.079
C 0.526 0.304 0.389 -0.3 0.0 2.5 -0.114
C -0.912 -0.197 0.147 0.0 3.1 -3.8 -0.263
C -1.785 0.895 -0.633 0.2 -1.3 1.6 -0.037
H 2.833 -1.281 1.041 0.5 0.3 0.3 0.054
H 2.196 -2.772 0.100 0.2 0.2 0.3 0.068
H 0.621 0.785 1.389 0.5 -0.7 -0.4 0.135
H 1.032 0.912 -0.296 -0.1 1.4 -1.5 0.107
H -1.334 -0.361 1.077 -1.0 -1.0 1.6 0.113
H -1.184 1.425 -1.374 -0.3 -0.6 -0.4 0.069
H -1.889 1.649 0.173 -0.7 -0.2 -0.5 0.075
H -2.772 0.461 -0.973 1.1 0.9 0.2 0.089
```
Positions in Å, forces in eV/Å.

The value obtained for the HOMO energy is -9.0 eV. The calculation puts the energy at -271.30871 Ha. The charge is 0.

ORCA calculation (the ωB97M-V functional and the def2-TZVPD basis) on the molecule C7H8.

```
15
Properties=species:S:1:pos:R:3:forces:R:3:lowdin_charge:R:1
C -1.192 1.095 -0.399 0.9 -2.3 1.2 -0.142
C -0.051 1.771 -0.201 -1.2 1.0 -1.2 -0.083
C -1.290 -0.332 -0.134 5.2 0.0 0.5 -0.088
C 1.089 -0.365 0.005 -4.9 -0.1 -1.2 -0.128
C -2.017 -1.356 0.243 -1.4 1.0 -0.1 -0.020
C 1.764 -1.385 -0.420 2.4 0.2 2.2 -0.021
C 1.157 1.047 0.315 2.1 0.0 1.4 -0.233
H -2.162 1.436 -0.473 -1.7 2.0 -0.9 0.079
H -0.109 2.840 -0.519 0.6 -0.8 0.9 0.118
H -1.524 -2.247 0.628 -0.4 0.0 -0.3 0.054
H -3.147 -1.213 0.264 1.4 -0.6 0.1 0.080
H 2.812 -1.512 0.006 -0.8 0.2 -1.3 0.088
H 1.265 -2.230 -0.770 -0.6 -1.4 -0.5 0.026
H 2.193 1.375 0.019 -1.2 0.4 -0.2 0.132
H 1.211 1.076 1.436 -0.4 0.5 -0.6 0.138
```
Positions in Å, forces in eV/Å.

The value obtained for the HOMO energy is -7.7 eV. The calculation puts the energy at -271.30915 Ha. The charge is 0.

ORCA calculation (the ωB97M-V functional and the def2-TZVPD basis) on the molecule C7H8.

```
15
Properties=species:S:1:pos:R:3:forces:R:3:lowdin_charge:R:1
C 0.125 0.892 1.306 -2.8 -2.0 -0.8 -0.019
C -0.049 0.053 -0.039 0.6 0.8 1.7 -0.592
C -0.042 0.993 -1.237 0.6 2.4 0.0 -0.052
C -1.253 -0.756 0.010 0.8 0.9 0.1 -0.121
C -2.266 -1.369 0.050 -2.2 -2.5 -0.8 0.123
C 1.122 -0.823 -0.039 0.3 -0.5 -0.5 -0.127
C 2.093 -1.526 -0.058 1.2 -0.6 -0.3 0.132
H -0.827 1.386 1.517 0.4 0.7 -0.3 0.090
H 0.987 1.453 1.199 1.4 1.5 0.1 0.059
H 0.183 0.192 2.117 0.6 -0.4 0.4 0.079
H -0.412 0.446 -2.114 0.2 0.5 0.1 0.083
H 1.045 1.370 -1.388 -1.9 -0.7 0.0 0.114
H -0.691 1.957 -1.003 1.1 -2.1 -0.6 0.125
H -3.029 -2.148 -0.161 0.8 1.3 0.6 0.058
H 3.013 -2.120 -0.160 -1.2 0.7 0.3 0.048
```
Positions in Å, forces in eV/Å.

The value obtained for the HOMO energy is -9.9 eV. As for the SMILES: C#CC(C)(C)C#C. The calculation puts the energy at -271.36838 Ha. The charge is 0.

Listing maximum force for the structures above in their given order: 0.06583 0.08087 0.01795 0.14512 0.08438 0.09481 0.00978 0.09692 0.03367 0.09528 0.10229 0.06924 Eh/bohr.